129
Properties=species:S:1:pos:R:3:lowdin_charge:R:1 method="wB97M-V/def2-TZVPD" e_lumo_ev="1.543 / 1.535" s_squared=0.7504 total_charge=-1 multiplicity=2
C 4.67 -0.84 -2.11 0.0222
C 5.02 0.36 -2.97 -0.2989
O 5.48 0.41 -4.12 0.0898
N 4.54 1.65 -2.29 0.1086
H 3.56 1.49 -2.13 0.1035
H 4.83 1.64 -1.32 0.0793
C 4.89 2.91 -3.13 0.0388
H 4.99 -0.76 -1.07 0.0967
H 5.21 -1.69 -2.54 0.0897
H 3.64 -1.20 -2.11 0.0774
H 5.96 3.14 -3.05 0.0939
H 4.43 3.85 -2.82 0.0805
H 4.62 2.62 -4.14 0.0879
C 3.29 5.88 -0.39 0.0324
C 2.07 6.01 0.46 -0.3612
O 2.00 6.50 1.58 0.1385
N 0.84 5.40 -0.14 0.0810
H 0.21 6.18 -0.13 0.1756
H 0.90 5.10 -1.10 0.0959
C 0.29 4.32 0.72 0.0214
H 4.22 6.03 0.15 0.1037
H 3.35 6.61 -1.20 0.1054
H 3.36 4.86 -0.77 0.0831
H -0.22 4.86 1.52 0.1057
H 1.13 3.71 1.08 0.0894
H -0.36 3.87 -0.03 0.1053
C 1.95 -1.31 -6.30 -0.1057
C 1.02 -1.41 -5.11 -0.2422
C -0.48 -0.89 -5.27 -0.1343
C -0.52 0.53 -4.65 -0.0410
N -1.96 1.19 -4.56 -0.2377
C -2.80 1.08 -5.82 -0.0818
C -2.34 2.29 -6.66 -0.1516
C -1.74 3.32 -5.72 -0.1358
C -1.86 2.68 -4.33 -0.0943
C -2.67 0.58 -3.38 0.0151
H 2.35 -0.30 -6.29 0.0643
H 1.38 -1.37 -7.22 0.0685
H 2.85 -1.92 -6.21 0.0760
H 1.48 -1.21 -4.15 0.0957
H 0.83 -2.47 -4.93 0.1050
H -1.12 -1.58 -4.72 0.1055
H -0.75 -1.00 -6.33 0.0984
H 0.07 1.26 -5.21 0.1328
H -0.16 0.45 -3.63 0.1196
H -3.80 1.32 -5.46 0.1282
H -2.70 0.12 -6.33 0.1242
H -3.19 2.66 -7.24 0.1112
H -1.61 1.96 -7.39 0.1116
H -2.28 4.26 -5.81 0.1232
H -0.71 3.58 -5.97 0.1029
H -2.79 3.03 -3.87 0.1306
H -1.08 2.87 -3.60 0.1299
H -2.10 0.72 -2.46 0.0928
H -2.91 -0.45 -3.64 0.1129
H -3.63 1.06 -3.15 0.0993
C 3.02 -2.62 1.39 -0.0801
C 2.20 -3.93 1.82 -0.1963
C 0.64 -3.81 2.29 -0.1992
C 0.63 -3.29 3.74 -0.2986
P -1.05 -3.10 4.41 1.0476
C -1.17 -2.97 6.21 -0.4036
C -2.30 -2.15 6.64 -0.3105
C -2.74 -2.24 8.14 -0.3518
C -4.02 -1.64 8.55 -0.1555
C -2.17 -4.47 3.78 -0.2684
C -3.66 -4.02 3.67 -0.2617
C -4.65 -5.01 3.02 -0.2807
C -6.05 -4.52 2.85 -0.1456
C -1.70 -1.53 3.80 -0.2754
C -0.99 -0.25 4.27 -0.2464
C -1.08 0.96 3.35 -0.2396
C -0.68 0.68 1.88 -0.0950
H 4.10 -2.77 1.46 0.0635
H 2.75 -1.70 1.90 0.0595
H 2.76 -2.40 0.35 0.0400
H 2.82 -4.38 2.60 0.0815
H 2.21 -4.62 0.98 0.0904
H 0.21 -4.80 2.17 0.0862
H 0.09 -3.18 1.58 0.1041
H 1.10 -2.31 3.74 0.0825
H 1.17 -3.83 4.52 0.0698
H -0.24 -2.76 6.74 0.0685
H -1.53 -3.95 6.52 0.0245
H -3.16 -2.38 6.03 0.0864
H -2.23 -1.07 6.56 0.0950
H -1.92 -1.85 8.74 0.0921
H -2.72 -3.25 8.56 0.0714
H -4.74 -2.39 8.22 0.0604
H -4.35 -0.77 7.97 0.0704
H -4.13 -1.50 9.62 0.0731
H -2.11 -5.40 4.34 0.0379
H -1.89 -4.75 2.76 0.0763
H -3.59 -3.14 3.03 0.0898
H -3.99 -3.68 4.65 0.0819
H -4.74 -5.86 3.70 0.0926
H -4.27 -5.42 2.08 0.1112
H -6.64 -4.54 3.77 0.0668
H -6.60 -5.15 2.16 0.0696
H -6.21 -3.50 2.51 0.0703
H -2.76 -1.36 3.93 0.0999
H -1.45 -1.72 2.75 0.0849
H 0.07 -0.49 4.38 0.0928
H -1.23 0.09 5.28 0.0929
H -0.46 1.81 3.63 0.1029
H -2.12 1.29 3.39 0.1011
H -0.33 1.60 1.41 0.0479
H -1.47 0.22 1.28 0.0708
H 0.07 -0.10 1.77 0.0758
O -0.09 1.36 -1.09 0.0727
C 1.22 1.33 -1.27 -0.8258
O 1.91 0.29 -1.20 -0.0094
O 1.72 2.44 -1.54 -0.0400
H -0.22 0.43 -0.89 0.0372
O 1.46 3.52 -4.14 0.0468
C 1.12 4.81 -4.21 -0.8707
O 0.95 5.46 -5.25 -0.0164
O 0.84 5.29 -3.07 -0.1035
H 1.41 3.37 -3.20 0.0371
O 0.98 -2.33 -1.69 0.0581
C -0.34 -2.25 -1.58 -0.8611
O -1.11 -3.19 -1.99 -0.0865
O -0.81 -1.31 -0.94 -0.0545
H 1.19 -1.46 -1.37 0.0327
O 3.29 2.72 1.46 0.0730
C 4.61 2.55 1.32 -0.8493
O 5.49 3.07 2.00 -0.0153
O 5.03 1.73 0.45 -0.0894
H 3.02 2.16 0.73 0.0715

---

161
Properties=species:S:1:pos:R:3:lowdin_charge:R:1 method="wB97M-V/def2-TZVPD" e_lumo_ev=-0.373 total_charge=0
C -4.21 -1.69 1.14 -0.2096
C -5.76 -1.61 1.09 -0.2534
O -6.24 -2.88 1.08 -0.1656
S -4.94 -4.01 1.25 0.7626
O -4.57 -4.34 -0.13 -0.2536
O -5.26 -5.06 2.19 -0.2137
O -3.95 -2.87 1.81 -0.2314
H -3.74 -0.96 1.80 0.1126
H -3.74 -1.69 0.16 0.1232
H -6.13 -0.97 0.30 0.1223
H -6.07 -1.14 2.03 0.1175
C 6.37 2.30 0.60 -0.1842
C 5.72 2.56 1.98 -0.1535
O 5.45 1.24 2.41 -0.2345
S 5.29 0.12 1.14 0.7484
O 3.93 0.26 0.60 -0.2730
O 5.72 -1.25 1.45 -0.2126
O 6.36 0.95 0.26 -0.1899
H 7.44 2.50 0.64 0.1356
H 5.89 2.82 -0.23 0.1244
H 4.85 3.21 1.95 0.1159
H 6.52 3.02 2.57 0.1303
C -1.43 -4.59 -0.99 -0.1658
C -0.86 -4.33 0.40 -0.1911
O -0.74 -5.54 1.07 -0.2014
S -0.82 -6.78 0.02 0.6769
O -1.62 -7.83 0.57 -0.2160
O 0.47 -7.06 -0.59 -0.2364
O -1.80 -5.96 -0.97 -0.1798
H -0.66 -4.44 -1.74 0.1148
H -2.27 -3.95 -1.27 0.1192
H -1.55 -3.68 0.93 0.1110
H 0.15 -3.91 0.40 0.1202
C 4.44 -3.05 -1.41 -0.1283
C 4.13 -3.87 -2.69 -0.1763
O 5.40 -4.22 -3.14 -0.2264
S 6.63 -3.09 -2.76 0.7703
O 6.56 -1.95 -3.73 -0.2832
O 7.93 -3.70 -2.55 -0.2429
O 5.88 -2.86 -1.33 -0.2250
H 4.11 -3.49 -0.47 0.1144
H 3.98 -2.06 -1.45 0.1081
H 3.67 -3.27 -3.48 0.1110
H 3.61 -4.81 -2.50 0.1387
C -1.34 -1.51 3.89 -0.1833
C -1.65 -0.06 3.76 -0.1941
O -3.03 0.13 4.13 -0.2132
S -3.71 -1.15 5.01 0.7954
O -4.66 -1.99 4.25 -0.2547
O -4.10 -0.80 6.36 -0.2404
O -2.20 -1.96 4.96 -0.2112
H -0.38 -1.63 4.39 0.1020
H -1.42 -2.12 2.99 0.1087
H -1.37 0.30 2.77 0.1073
H -1.01 0.60 4.33 0.1110
C 0.49 -4.67 4.31 -0.1139
C 1.05 -6.00 3.62 -0.1535
O 1.95 -5.48 2.67 -0.2281
S 2.60 -3.98 3.04 0.7464
O 2.91 -3.27 1.80 -0.2445
O 3.57 -4.17 4.14 -0.2381
O 1.12 -3.57 3.62 -0.2414
H 0.66 -4.79 5.38 0.1302
H -0.57 -4.55 4.12 0.1282
H 0.36 -6.60 3.04 0.1162
H 1.54 -6.64 4.35 0.1235
C -4.26 4.16 2.74 -0.1758
C -5.49 4.89 2.16 -0.1471
O -6.13 3.87 1.39 -0.2005
S -5.03 2.81 0.76 0.7382
O -4.70 3.19 -0.62 -0.2669
O -5.35 1.38 0.94 -0.2360
O -3.77 3.33 1.70 -0.2076
H -4.49 3.63 3.66 0.1372
H -3.61 4.99 3.03 0.1215
H -5.16 5.63 1.43 0.1271
H -6.17 5.27 2.92 0.1417
C 1.98 -0.32 3.68 0.0350
C 2.31 -0.78 5.11 -0.5736
O 1.51 -0.95 5.97 0.0720
N 3.58 -0.99 5.45 0.0202
C 4.75 -1.05 4.62 -0.0815
H 1.26 0.47 3.46 0.0674
H 1.79 -1.19 3.06 0.0616
H 2.79 0.31 3.31 0.0588
H 3.62 -1.11 6.46 0.1483
H 5.07 -0.05 4.34 0.0645
H 4.56 -1.73 3.79 0.0585
H 5.65 -1.43 5.09 0.0957
C -1.06 -1.70 -3.75 0.0173
C 0.03 -2.63 -4.37 -0.5525
O 0.98 -3.07 -3.71 -0.0001
N -0.09 -2.83 -5.63 0.0163
C 0.73 -3.67 -6.50 -0.0362
H -1.00 -0.71 -4.21 0.0582
H -0.91 -1.38 -2.72 0.0600
H -2.10 -2.03 -3.81 0.0815
H -0.98 -2.53 -6.02 0.1426
H 1.40 -4.31 -5.92 0.0871
H 1.42 -3.04 -7.05 0.0796
H 0.17 -4.15 -7.30 0.0855
C 2.43 0.75 -3.72 0.0173
C 1.41 1.77 -3.25 -0.6331
O 0.32 1.72 -3.68 0.0513
N 1.76 2.62 -2.32 0.0366
C 3.03 2.67 -1.62 -0.0554
H 3.39 1.21 -3.96 0.0781
H 2.05 0.37 -4.66 0.0875
H 2.62 -0.04 -2.99 0.0720
H 1.00 3.27 -2.17 0.0839
H 3.83 2.09 -2.08 0.0829
H 2.93 2.42 -0.57 0.0531
H 3.35 3.71 -1.67 0.0880
C 1.01 -1.08 -0.37 0.0180
C -0.26 -0.44 0.02 -0.5660
O -1.05 -1.00 0.78 0.0307
N -0.50 0.70 -0.61 0.0771
C -1.76 1.51 -0.56 -0.0064
H 1.62 -1.31 0.51 0.0680
H 1.64 -0.54 -1.07 0.0657
H 0.68 -2.04 -0.77 0.0798
H 0.19 1.17 -1.18 0.0933
H -1.64 2.54 -0.22 0.0533
H -2.55 1.10 0.08 0.0706
H -2.10 1.64 -1.59 0.0736
C -1.32 5.55 0.29 0.0129
C -0.88 5.11 -1.05 -0.5704
O 0.03 4.30 -1.05 0.0072
N -1.45 5.57 -2.16 0.0568
C -1.40 4.72 -3.40 -0.0108
H -0.52 6.07 0.82 0.0827
H -1.60 4.62 0.79 0.0770
H -2.19 6.19 0.23 0.0826
H -2.09 6.35 -2.16 0.1410
H -2.42 4.79 -3.76 0.0767
H -1.15 3.71 -3.08 0.0566
H -0.64 5.02 -4.12 0.0961
C -4.22 1.88 -7.82 -0.0070
C -3.81 3.01 -6.96 -0.6055
O -3.90 4.17 -7.27 0.0529
N -3.39 2.82 -5.73 0.0083
C -2.85 1.68 -5.06 -0.0756
H -4.89 1.15 -7.36 0.0826
H -3.45 1.33 -8.36 0.0871
H -4.85 2.21 -8.64 0.0848
H -3.29 3.67 -5.19 0.1113
H -3.14 1.57 -4.01 0.0803
H -1.76 1.72 -5.06 0.0651
H -3.25 0.81 -5.59 0.0807
C 1.45 3.15 1.74 0.0091
C 0.55 3.64 2.86 -0.5654
O -0.18 2.90 3.50 0.0529
N 0.57 4.94 3.06 0.0083
C -0.27 5.78 3.91 -0.0575
H 1.22 2.20 1.25 0.0758
H 2.39 2.86 2.22 0.0724
H 1.54 3.92 0.99 0.0643
H 1.21 5.50 2.52 0.1313
H -0.82 5.11 4.57 0.0802
H -1.15 6.19 3.41 0.0660
H 0.23 6.50 4.56 0.0883